{"formula": "C21H52N7O3P2", "method": "wB97M-V/def2-TZVPD", "species": ["P", "P", "O", "O", "O", "N", "N", "N", "N", "N", "N", "N", "C", "C", "C", "C", "C", "C", "C", "C", "C", "C", "C", "C", "C", "C", "C", "C", "C", "C", "C", "C", "C", "H", "H", "H", "H", "H", "H", "H", "H", "H", "H", "H", "H", "H", "H", "H", "H", "H", "H", "H", "H", "H", "H", "H", "H", "H", "H", "H", "H", "H", "H", "H", "H", "H", "H", "H", "H", "H", "H", "H", "H", "H", "H", "H", "H", "H", "H", "H", "H", "H", "H", "H", "H"], "positions_angstrom": [[-1.515, 4.861, -1.808], [0.242, -1.213, 2.611], [-0.883, -2.133, 2.204], [-1.284, 4.156, -0.507], [0.495, -2.983, -2.157], [-1.418, 6.488, -1.232], [-0.333, 0.132, 1.677], [-0.196, 4.302, -2.741], [1.100, -4.957, -1.189], [-0.087, -1.164, 4.303], [1.741, -0.420, 2.797], [-2.430, 5.333, -3.154], [-0.299, -5.353, -1.371], [1.036, 4.964, -3.093], [2.032, -6.057, -1.479], [1.372, -3.784, -1.851], [-1.194, -0.195, 0.542], [-1.991, 5.416, -4.530], [-1.247, -4.669, -0.370], [0.628, -6.984, 1.616], [-0.815, -0.193, 5.075], [-3.700, 6.007, -2.891], [2.813, -3.404, -2.174], [-0.549, 7.509, -1.771], [0.247, -2.371, 5.040], [-1.557, 6.674, 0.209], [1.949, -7.224, -0.475], [2.253, 0.242, 3.975], [-0.243, -8.067, 1.476], [-0.709, 1.422, 2.204], [2.475, -0.103, 1.574], [-0.218, 2.884, -3.073], [1.872, -6.763, 0.979], [2.240, 0.906, 1.220], [-0.190, -2.356, 6.039], [1.044, 6.018, -2.838], [-0.642, -5.180, -2.394], [1.816, -6.453, -2.484], [-4.107, 5.704, -1.928], [-0.662, -4.176, 0.400], [-1.514, 4.499, -4.870], [-2.335, 6.037, 0.617], [3.365, -3.351, -1.236], [-2.232, -0.377, 0.850], [2.865, -7.813, -0.627], [-1.307, 6.254, -4.695], [0.324, -6.182, 2.298], [-0.900, 8.498, -1.460], [1.119, -7.864, -0.767], [1.728, 1.179, 4.182], [-0.836, -1.070, 0.007], [2.036, -5.676, 1.044], [-1.188, 0.639, -0.167], [3.555, -0.177, 1.732], [-1.850, 7.708, 0.415], [-0.623, 6.469, 0.747], [1.336, -2.482, 5.158], [-0.718, -8.514, 2.340], [2.812, -2.460, -2.703], [-1.756, -3.893, -0.944], [0.009, 1.806, 2.932], [-0.126, -3.265, 4.532], [-4.446, 5.748, -3.646], [3.069, -5.739, -1.496], [2.207, -0.391, 4.860], [-0.976, 2.663, -3.838], [1.902, 4.503, -2.604], [0.744, 2.556, -3.462], [-0.214, 0.151, 5.932], [0.484, 7.405, -1.415], [-0.414, -6.424, -1.216], [-1.713, 1.411, 2.653], [-0.557, 7.527, -2.862], [-1.998, -5.344, 0.028], [-1.755, -0.603, 5.468], [1.200, 4.920, -4.180], [3.311, 0.480, 3.841], [-1.064, 0.701, 4.513], [2.225, -0.804, 0.779], [-0.493, -8.441, 0.489], [-2.851, 5.558, -5.188], [-3.577, 7.095, -2.879], [3.232, -4.189, -2.798], [-0.727, 2.163, 1.398], [-0.440, 2.272, -2.195]], "lowdin_charge": [0.671, 0.727, -0.279, -0.289, 0.018, -0.312, -0.313, -0.339, -0.052, -0.351, -0.314, -0.314, -0.210, -0.125, -0.200, -0.504, -0.129, -0.109, -0.071, -0.362, -0.137, -0.124, -0.010, -0.147, -0.129, -0.142, -0.253, -0.116, -0.164, -0.141, -0.123, -0.114, -0.214, 0.082, 0.076, 0.042, 0.112, 0.120, 0.077, 0.056, 0.069, 0.069, 0.084, 0.084, 0.082, 0.077, 0.063, 0.079, 0.069, 0.074, 0.067, 0.037, 0.068, 0.075, 0.077, 0.084, 0.070, -0.032, 0.071, 0.056, 0.064, 0.077, 0.077, 0.094, 0.070, 0.072, 0.086, 0.084, 0.077, 0.080, 0.099, 0.081, 0.069, 0.062, 0.083, 0.082, 0.079, 0.043, 0.075, -0.027, 0.081, 0.081, 0.065, 0.065, 0.068], "gap_ev": 3.10, "charge": -1, "homo_ha": -0.0459}

{"formula": "C44H38As2PRe", "method": "wB97M-V/def2-TZVPD", "species": ["Re", "As", "As", "P", "C", "C", "C", "C", "C", "C", "C", "C", "C", "C", "C", "C", "C", "C", "C", "C", "C", "C", "C", "C", "C", "C", "C", "C", "C", "C", "C", "C", "C", "C", "C", "C", "C", "C", "C", "C", "C", "C", "C", "C", "C", "C", "C", "C", "H", "H", "H", "H", "H", "H", "H", "H", "H", "H", "H", "H", "H", "H", "H", "H", "H", "H", "H", "H", "H", "H", "H", "H", "H", "H", "H", "H", "H", "H", "H", "H", "H", "H", "H", "H", "H", "H"], "positions_angstrom": [[-0.300, 0.081, 0.461], [0.072, 2.689, 0.403], [0.707, 0.337, 2.747], [0.862, -1.855, -0.377], [2.222, -2.632, 0.460], [1.074, -2.547, -3.053], [4.314, -3.881, 1.762], [3.064, -3.816, 2.370], [1.299, -2.255, -4.387], [-0.678, -2.553, 6.134], [-2.691, -1.924, 1.193], [0.509, 4.204, -0.671], [-0.454, 4.791, -1.486], [3.226, 0.810, 3.962], [4.591, 1.050, 3.989], [2.012, -3.192, 1.723], [0.641, -2.584, 5.704], [1.061, -1.746, 4.681], [-1.591, -1.685, 5.546], [4.519, -3.327, 0.506], [-4.410, 1.280, -0.019], [-1.818, 2.283, 0.305], [2.602, 0.551, 2.741], [1.193, -1.534, -2.098], [-0.113, 5.927, -2.204], [-0.009, 2.097, 3.231], [1.632, -0.960, -4.772], [-0.713, -2.624, -0.011], [-1.184, -0.842, 4.524], [2.119, 5.855, -1.292], [4.697, 0.780, 1.595], [1.799, 4.717, -0.569], [-1.415, -1.617, 0.693], [3.474, -2.699, -0.154], [-3.405, 0.796, -0.833], [1.752, 0.050, -3.828], [0.451, 3.169, 2.256], [-2.515, -4.145, 0.232], [5.324, 1.034, 2.808], [-4.132, 2.249, 0.948], [1.166, 6.457, -2.104], [-3.222, -3.176, 0.961], [1.535, -0.235, -2.488], [-2.103, 1.290, -0.666], [-2.847, 2.741, 1.127], [0.142, -0.878, 4.097], [-1.248, -3.881, -0.262], [3.331, 0.539, 1.558], [-2.657, 3.500, 1.877], [3.114, 6.275, -1.221], [2.855, 0.335, 0.604], [2.908, -4.271, 3.339], [2.026, 1.050, -4.133], [-2.615, -1.660, 5.892], [1.671, 0.552, -1.749], [-4.941, 2.634, 1.556], [-4.205, -3.426, 1.340], [2.665, 0.819, 4.890], [-1.373, 1.091, -1.473], [2.551, 4.250, 0.057], [-0.696, -4.642, -0.799], [1.348, -3.254, 6.174], [-0.850, 6.403, -2.838], [-0.997, -3.202, 6.939], [-2.964, -5.115, 0.066], [3.631, -2.275, -1.138], [1.032, -3.168, 2.186], [5.129, -4.383, 2.266], [0.817, -3.558, -2.761], [1.422, 7.348, -2.661], [1.536, 3.291, 2.298], [6.389, 1.220, 2.835], [-1.904, -0.165, 4.077], [5.083, 1.249, 4.931], [-1.455, 4.385, -1.559], [5.489, -3.395, 0.033], [1.217, -3.036, -5.130], [-1.094, 2.014, 3.288], [5.272, 0.767, 0.679], [-3.259, -1.192, 1.755], [-5.424, 0.921, -0.139], [0.009, 4.141, 2.478], [0.360, 2.297, 4.240], [1.806, -0.742, -5.817], [2.094, -1.765, 4.356], [-3.617, 0.070, -1.606]], "lowdin_spin": [2.522, 0.032, 0.019, 0.014, 0.008, -0.003, -0.001, 0.000, 0.002, -0.004, 0.048, 0.013, 0.001, 0.000, 0.001, 0.001, 0.001, -0.003, 0.001, 0.002, -0.004, 0.014, 0.012, 0.002, 0.001, 0.005, 0.002, 0.085, -0.003, 0.001, 0.001, 0.001, 0.029, -0.001, 0.026, 0.002, 0.004, 0.076, 0.000, 0.021, 0.000, -0.002, 0.016, 0.010, 0.003, 0.000, 0.000, 0.010, 0.000, 0.000, 0.009, 0.000, 0.000, 0.000, 0.010, 0.001, -0.001, 0.000, 0.009, 0.000, -0.001, 0.000, 0.000, 0.000, 0.004, 0.000, 0.000, 0.000, 0.000, 0.000, 0.000, 0.000, 0.000, 0.000, 0.000, 0.000, 0.000, 0.000, 0.000, 0.002, 0.000, 0.000, -0.001, 0.000, 0.000, 0.001], "gap_ev": [6.45, 6.04], "multiplicity": 4, "charge": 3, "homo_ha": [-0.6061, -0.6069]}

{"formula": "C32H43Cl2HfN2OP3", "method": "wB97M-V/def2-TZVPD", "species": ["Hf", "Cl", "Cl", "P", "P", "P", "O", "N", "N", "C", "C", "C", "C", "C", "C", "C", "C", "C", "C", "C", "C", "C", "C", "C", "C", "C", "C", "C", "C", "C", "C", "C", "C", "C", "C", "C", "C", "C", "C", "C", "C", "H", "H", "H", "H", "H", "H", "H", "H", "H", "H", "H", "H", "H", "H", "H", "H", "H", "H", "H", "H", "H", "H", "H", "H", "H", "H", "H", "H", "H", "H", "H", "H", "H", "H", "H", "H", "H", "H", "H", "H", "H", "H", "H"], "positions_angstrom": [[0.435, -0.074, 2.966], [2.635, 0.644, 2.485], [0.191, -0.998, 5.139], [1.515, -2.629, 2.701], [0.969, 1.028, -2.309], [-3.522, -1.937, 0.770], [-2.014, 0.061, -0.884], [-0.478, 3.086, 5.818], [-0.192, 1.723, 3.797], [2.713, -2.806, 1.347], [-1.092, -0.664, -0.044], [0.246, -0.367, -3.180], [0.858, 0.868, -0.568], [0.111, 0.170, 0.285], [-0.483, -0.172, -4.367], [4.790, 2.339, -2.647], [-0.010, 2.417, 7.063], [0.238, -2.761, -3.571], [-0.798, -1.266, -5.174], [5.205, 1.768, -3.856], [-1.217, 4.659, -4.082], [0.580, -1.671, -2.771], [-1.928, -1.147, 1.139], [0.398, -4.046, 2.443], [-3.341, -3.073, -0.599], [-3.992, -2.836, 2.243], [0.055, 4.323, -4.561], [-0.406, 2.484, 4.685], [3.548, 1.995, -2.111], [-1.006, 4.462, 5.933], [0.769, 3.281, -3.970], [2.702, 1.123, -2.814], [0.190, 2.541, -2.921], [4.419, 0.798, -4.493], [-4.699, -0.650, 0.388], [-1.047, 2.936, -2.391], [-1.754, 3.990, -2.976], [-0.425, -2.556, -4.783], [2.488, -3.205, 4.144], [3.175, 0.453, -3.957], [-1.529, -0.947, 2.402], [-3.911, -2.203, 3.133], [-0.214, 3.113, 7.880], [-5.034, -3.164, 2.128], [-4.213, 0.074, -0.274], [-0.550, 1.469, 7.210], [3.503, -2.056, 1.465], [6.149, 2.074, -4.306], [1.070, 2.210, 7.004], [4.759, 0.317, -5.411], [-2.051, 4.496, 5.594], [1.770, 3.030, -4.324], [1.643, 1.489, -0.102], [1.131, -1.820, -1.839], [-5.567, -1.103, -0.100], [-3.345, -3.714, 2.374], [0.495, 4.861, -5.402], [-4.350, -3.388, -0.895], [0.511, -3.765, -3.244], [3.164, -2.403, 4.467], [-0.657, -3.405, -5.429], [-0.262, -4.157, 3.313], [3.076, -4.093, 3.870], [-2.760, -3.951, -0.291], [-2.167, -1.301, 3.228], [5.419, 3.061, -2.126], [-1.458, 2.407, -1.529], [2.204, -2.621, 0.393], [-0.696, -1.565, -0.562], [-0.774, 0.839, -4.661], [-1.791, 5.444, -4.576], [3.138, -3.818, 1.356], [2.566, -0.319, -4.434], [-5.001, -0.145, 1.312], [1.814, -3.447, 4.977], [-0.408, 5.153, 5.321], [-2.839, -2.591, -1.446], [-2.727, 4.271, -2.575], [0.980, -4.968, 2.300], [-1.324, -1.097, -6.112], [-0.939, 4.747, 6.984], [-1.649, 0.134, -1.782], [-0.225, -3.867, 1.558], [3.226, 2.427, -1.165]], "lowdin_charge": [0.792, -0.003, 0.042, 0.654, 1.073, 0.888, -0.074, -0.147, 0.008, -0.277, -0.437, -0.332, -0.279, -0.172, -0.054, -0.051, 0.017, -0.056, -0.047, -0.049, -0.050, -0.092, -0.386, -0.265, -0.157, -0.170, -0.051, -0.173, -0.071, 0.006, -0.059, -0.307, -0.302, -0.052, -0.156, -0.074, -0.055, -0.048, -0.284, -0.062, -0.241, 0.059, 0.095, 0.077, 0.055, 0.093, 0.032, 0.118, 0.110, 0.117, 0.105, 0.112, 0.035, 0.105, 0.072, 0.075, 0.119, 0.075, 0.116, 0.049, 0.120, 0.050, 0.059, 0.072, 0.014, 0.118, 0.098, 0.027, 0.121, 0.115, 0.118, 0.057, 0.110, 0.078, 0.032, 0.106, 0.061, 0.113, 0.060, 0.119, 0.094, 0.066, 0.024, 0.106], "gap_ev": 7.69, "charge": 2, "homo_ha": -0.4749}

| no. | molar mass (Da) | maximum force (Eh/bohr) |
| --- | --- | --- |
| 1 | 512.6 | 0.133 |
| 2 | 933.8 | 0.010 |
| 3 | 814.0 | 0.087 |